(1)
# C35H17BF15N

A 2-piece molecular cluster, C35H17BF15N overall (ωB97M-V/def2-TZVPD, the OMol25 dataset).

Element x y z (Å)
F  11.31  -4.88  5.12
C  8.52  -2.72  6.04
H  9.31  -4.74  3.88
F  12.48  -3.12  9.35
H  6.46  -3.15  8.10
H  9.46  -8.73  1.80
F  13.30  -0.79  8.16
N  7.14  -4.65  6.77
H  6.38  -4.85  8.68
C  11.63  1.58  2.09
C  10.99  -0.19  3.62
C  13.21  -5.38  1.28
F  13.15  -0.46  5.53
C  5.15  -7.71  5.97
B  12.33  -2.42  3.65
C  10.89  1.12  3.19
C  8.31  -6.11  -0.09
C  11.82  -3.96  7.20
C  15.10  -4.81  2.66
F  13.04  -1.57  0.97
C  5.46  -7.76  4.58
C  5.70  -6.74  6.83
C  12.48  -4.32  1.82
C  6.82  -5.82  4.88
H  5.05  -8.52  3.92
C  9.09  -6.71  2.52
C  11.86  -1.11  3.01
H  6.60  -6.77  3.01
H  7.80  -1.92  6.31
C  9.10  -7.72  1.55
H  8.08  -5.83  -1.12
F  10.13  -0.56  4.62
C  6.30  -6.80  4.04
F  16.40  -4.93  3.00
C  12.70  -1.63  6.05
C  8.65  -7.42  0.25
C  8.43  -4.48  3.40
F  15.28  -6.55  1.07
C  11.84  -3.83  5.82
C  6.57  -5.81  6.26
C  12.73  -1.76  7.42
C  12.43  -0.68  1.81
C  12.26  -2.92  8.03
H  4.42  -8.42  6.34
C  12.40  0.64  1.40
H  9.06  -2.43  5.14
C  14.33  -3.83  3.25
F  11.24  -4.11  1.32
C  8.51  -5.47  2.23
H  9.52  -6.90  3.50
C  6.97  -4.13  8.12
H  7.93  -3.95  8.61
H  5.44  -6.65  7.88
C  13.03  -3.55  2.86
C  12.25  -2.64  5.19
H  8.15  -4.06  0.66
H  8.67  -8.21  -0.54
H  9.26  -2.78  6.85
F  10.17  2.04  3.88
H  8.39  -3.44  3.00
F  11.40  -5.08  7.83
C  14.52  -5.63  1.70
F  13.20  1.04  0.39
F  11.86  2.90  1.92
C  8.30  -5.11  0.90
C  7.56  -4.64  4.57
F  14.89  -3.10  4.26
F  12.69  -6.22  0.36
C  7.78  -3.97  5.79

The SMILES is Fc1c(F)c(F)c(B(c2c(F)c(F)c(F)c(F)c2F)c2c(F)c(F)c(F)c(F)c2F)c(F)c1F.Cc1c(Cc2ccccc2)c2ccccc2n1C.

These are the Löwdin partial charges, in e, on atoms 1 to 5: F 0.099; C -0.010; H 0.076; F 0.126; H 0.097



(2)
# C35H20BBr2ClI2N6O7Sr

C35H20BBr2ClI2N6O7Sr as an isolated structure (ωB97M-V/def2-TZVPD, the OMol25 dataset).

Element x y z (Å)
C  3.80  1.16  -1.48
H  -4.58  -1.58  -3.64
H  -5.04  0.62  6.19
C  -4.15  1.32  -2.22
C  2.94  2.98  -0.35
C  -3.57  1.05  4.69
O  1.09  2.63  1.10
O  -2.10  1.16  2.72
H  -6.06  -1.25  4.98
Cl  5.10  6.31  -1.14
H  1.92  -3.08  -4.37
O  2.14  -3.60  -1.79
H  -3.11  1.87  5.21
N  -3.28  -0.73  -2.25
C  0.83  -1.39  -5.21
N  2.91  1.67  -0.66
C  3.93  3.84  -0.89
C  1.36  -1.65  -2.90
C  2.01  -2.72  3.24
H  -1.52  -2.16  -1.25
Br  -1.01  -6.68  0.79
C  -3.11  0.66  3.45
H  3.65  0.01  4.41
H  -4.19  2.36  -1.93
H  0.70  -4.76  2.21
H  -2.01  -4.59  -1.09
H  2.98  6.70  0.69
C  4.87  3.28  -1.78
H  0.87  -1.73  -6.24
C  1.93  3.44  0.61
C  -1.03  -2.76  -0.50
C  0.42  -2.83  1.27
O  -3.04  -0.58  1.58
C  0.16  0.20  -3.56
C  2.02  4.80  0.94
H  3.70  0.10  -1.66
H  -0.30  0.42  -5.63
H  5.51  1.48  -2.75
C  -0.55  1.52  -3.15
C  2.83  -1.95  4.03
I  0.66  5.55  2.32
B  -1.98  0.41  1.48
C  -3.69  -0.41  2.76
Br  3.74  -2.77  5.48
C  0.20  -4.19  1.44
Sr  0.46  0.54  -0.14
H  -5.19  -1.94  2.73
N  -0.19  -2.14  0.30
C  -1.32  -4.12  -0.41
C  3.91  5.20  -0.49
C  2.31  -0.06  2.72
C  -5.23  -0.72  4.53
C  3.01  -0.60  3.79
C  4.81  1.94  -2.07
O  2.40  -1.60  -0.78
N  0.74  -0.52  -2.61
C  2.03  -2.36  -1.71
C  0.19  -0.20  -4.89
C  -4.75  -1.11  3.28
C  2.98  5.65  0.40
C  -4.65  0.34  5.22
O  -0.37  1.87  -1.96
C  1.42  -2.13  -4.20
N  -3.22  0.50  -1.74
C  -0.68  -4.82  0.59
H  -2.47  0.74  -1.08
H  2.40  0.99  2.46
I  -6.50  1.19  -4.22
C  -4.31  -0.70  -3.09
H  5.62  3.91  -2.22
N  1.52  -0.79  1.94
C  1.35  -2.08  2.17
C  -4.89  0.57  -3.11
O  -1.22  2.08  -4.03
H  1.89  -3.77  3.44

Its charge is -2.

These are the Löwdin partial charges, in e, on atoms 1 to 5: C -0.123; H 0.091; H 0.083; C -0.145; C -0.139



Quick rundown of energy relative to the best compared isomer or geometry (same formula, charge and spin), same order as above: 54.6; 140.0 kJ/mol
Quick rundown of E, same order as above: -2921.43034; -8460.52064 Eh